1.
{
  "formula": "C28H26ClIN6O4SZr",
  "method": "ωB97M-V with the def2-TZVPD basis set",
  "homo_lumo_gap_ev": 4.2582,
  "elements": ["Zr", "O", "C", "N", "C", "C", "C", "C", "C", "C", "N", "C", "C", "C", "C", "C", "N", "H", "H", "H", "H", "H", "H", "H", "H", "H", "H", "Cl", "C", "C", "C", "I", "C", "O", "C", "N", "C", "C", "C", "C", "H", "H", "H", "H", "S", "O", "C", "C", "N", "C", "C", "C", "N", "C", "C", "O", "H", "H", "H", "H", "H", "H", "H", "H", "H", "H", "H", "H"],
  "positions_angstrom": [[0.043315, -0.630184, 0.682428], [4.063533, -1.282585, 2.283096], [3.051058, -0.862253, 1.694649], [1.763875, -1.178116, 1.925808], [1.550053, -2.164240, 2.947275], [0.036584, -2.562355, 2.888758], [-0.540720, -3.617642, 3.752351], [-1.695743, -3.362027, 4.526020], [-2.196497, -2.069770, 4.596387], [-1.635279, -1.075756, 3.780448], [-0.690682, -1.283331, 2.949323], [3.257615, 0.048959, 0.536861], [4.546973, 0.521818, 0.288254], [4.744755, 1.653481, -0.525833], [3.613296, 2.168414, -1.158536], [2.367018, 1.588330, -0.937956], [2.131802, 0.515421, -0.127514], [2.196916, -2.973187, 2.655027], [1.908005, -1.768857, 3.900244], [-0.057031, -4.571973, 3.732958], [-2.167716, -4.146055, 5.096384], [-3.101690, -1.909448, 5.196332], [-1.966033, -0.072126, 4.033118], [5.417314, -0.017900, 0.701056], [5.788168, 2.009071, -0.660954], [3.681570, 3.051557, -1.790831], [1.530281, 1.994098, -1.466032], [-3.454287, 4.841529, 3.606807], [-2.928279, 3.614984, 2.560237], [-3.823780, 3.019393, 1.692735], [-3.534579, 1.857908, 0.960821], [-4.977411, 1.163826, -0.347128], [-2.242990, 1.290318, 1.113930], [-1.848168, 0.258516, 0.361196], [-1.283249, 1.908788, 1.972984], [-0.005806, 1.402852, 1.905237], [0.926562, 2.042407, 2.642958], [0.711721, 3.229123, 3.327095], [-0.624577, 3.663807, 3.508908], [-1.624351, 3.080812, 2.684227], [-4.802597, 3.501640, 1.642528], [1.931939, 1.570753, 2.698695], [1.583799, 3.774161, 3.763825], [-0.950639, 4.457946, 4.197850], [-0.420522, -3.046967, 1.069108], [-0.377788, 7.168648, -5.910859], [-0.908294, 7.861976, -6.687531], [2.099533, -1.737282, -3.060593], [0.791049, -1.466340, -3.609071], [0.594100, -1.719860, -5.046437], [-0.765183, -2.290770, -5.326529], [-1.850884, -1.432766, -4.643931], [-1.505602, -1.388149, -3.192669], [-2.601429, -1.510944, -2.237334], [-0.251015, -1.133382, -2.800372], [0.016518, -0.804478, -1.560938], [2.419295, -2.753449, -3.355385], [2.167076, -1.622333, -1.964831], [2.873867, -1.055057, -3.478279], [1.367046, -2.397876, -5.426266], [0.690324, -0.749930, -5.572082], [-0.810514, -3.318225, -4.930144], [-0.955056, -2.366873, -6.390969], [-2.869242, -1.842124, -4.706891], [-1.893811, -0.384115, -5.046026], [-2.055053, -1.507585, -1.315566], [-3.082531, -2.501327, -2.364130], [-3.365912, -0.682916, -2.234287]],
  "atomic_forces_ev_per_a": [[-0.39, -1.06, 0.78], [-0.91, 0.33, -0.20], [0.09, -1.48, 0.29], [0.80, 1.29, -0.86], [-0.60, -0.73, -0.47], [-1.08, 1.11, 0.29], [-1.39, 0.71, 1.77], [2.97, -0.84, -1.81], [-1.16, 1.09, -0.01], [-2.23, -0.80, 3.02], [2.93, 0.33, -2.37], [-0.94, 1.30, -0.84], [0.56, 0.34, -0.54], [-0.02, -1.27, 0.15], [0.27, 0.32, 0.36], [0.14, -1.15, 0.37], [2.22, 0.89, 0.59], [0.19, -0.88, 0.32], [-0.52, -0.24, 0.30], [0.05, -0.49, 0.00], [0.11, -0.25, 0.05], [0.60, 0.41, -0.22], [-0.20, 0.37, -0.84], [-0.85, 0.47, 0.18], [-1.05, 0.00, -0.08], [-0.10, -0.23, 0.08], [-0.57, 0.03, -0.14], [-0.27, 0.90, 0.42], [-0.16, -1.72, -0.79], [-0.32, 0.84, 0.72], [1.79, 0.16, 0.77], [0.19, -0.19, 0.01], [-1.19, -0.72, -1.64], [0.30, 0.83, 0.97], [0.09, 0.46, -0.98], [0.01, 0.96, 1.66], [0.36, -1.32, -1.43], [-1.31, 1.19, 1.43], [1.18, -0.17, -0.79], [0.59, -0.07, 0.97], [0.18, -0.37, -0.17], [-0.81, 0.36, -0.39], [-1.02, -0.74, -0.11], [0.62, -0.23, -0.53], [0.77, 0.38, -1.19], [-2.17, 2.83, -3.17], [2.17, -2.83, 3.17], [1.48, 0.34, 0.04], [-0.59, 0.28, -0.18], [0.15, 0.83, -0.04], [-1.10, -0.37, 0.34], [0.68, 0.19, 0.59], [-1.00, 0.91, -1.58], [-0.06, 0.24, 0.16], [1.01, -1.06, 2.86], [-0.52, -0.44, -1.81], [-0.29, 0.30, 0.28], [-0.46, -0.19, -0.66], [-0.51, -0.21, 0.10], [-0.03, 0.22, 0.32], [0.17, -0.41, 0.05], [-0.13, 0.32, -0.01], [0.11, 0.13, -0.25], [0.49, -0.05, -0.11], [0.14, -0.89, 0.23], [-0.63, -0.06, 0.87], [0.18, 0.58, -0.06], [0.96, -0.76, -0.24]],
  "mulliken_charge": [1.099, -0.777, -0.045, 0.251, -1.018, 0.809, -1.294, -0.153, -1.259, 0.179, 0.121, 0.467, -0.532, -0.476, -0.785, -0.610, 0.834, 0.461, 0.371, 0.379, 0.448, 0.291, 0.305, 0.455, 0.380, 0.439, 0.510, -0.271, 0.443, -0.205, -0.803, 0.096, 1.089, -0.327, -0.152, 0.531, -0.254, -0.922, -0.871, 0.184, 0.360, 0.329, 0.361, 0.396, -0.438, -0.159, 0.159, -0.915, 0.296, -0.632, -0.644, -0.651, 0.222, -0.552, -0.038, -0.659, 0.375, 0.100, 0.300, 0.396, 0.273, 0.288, 0.415, 0.351, 0.254, -0.043, 0.354, 0.109]
}

2.
{
  "formula": "C28H26CuNO7PS2",
  "method": "ωB97M-V with the def2-TZVPD basis set",
  "homo_lumo_gap_ev": 7.6998,
  "total_charge": -1,
  "elements": ["Cu", "O", "S", "O", "O", "C", "C", "C", "C", "C", "C", "P", "C", "C", "C", "C", "C", "C", "C", "C", "C", "C", "C", "C", "H", "H", "H", "H", "H", "H", "H", "H", "H", "H", "H", "H", "H", "H", "C", "C", "C", "C", "C", "C", "C", "S", "O", "O", "N", "C", "C", "C", "O", "O", "H", "H", "H", "H", "H", "H", "H", "H", "H", "H", "H", "H"],
  "positions_angstrom": [[0.332486, -1.793504, -1.947882], [4.309416, -2.434060, -2.169054], [3.040408, -2.117865, -1.562937], [2.009665, -3.162296, -1.692988], [2.465152, -0.818961, -1.921148], [3.360300, -2.039638, 0.202070], [4.631213, -2.388008, 0.643135], [4.931537, -2.378678, 1.994682], [3.956451, -2.019515, 2.914609], [2.691838, -1.670379, 2.471655], [2.370225, -1.674566, 1.114169], [0.672067, -1.192608, 0.582186], [0.530874, 0.447143, 1.363662], [-0.744389, 0.961789, 1.606327], [-0.916472, 2.290266, 1.960479], [0.185568, 3.127965, 2.067951], [1.455566, 2.627061, 1.824445], [1.628054, 1.295262, 1.474905], [-0.357566, -2.286746, 1.626258], [-0.805672, -3.449911, 1.002641], [-1.557008, -4.381655, 1.704821], [-1.884397, -4.148574, 3.031541], [-1.456189, -2.985256, 3.656509], [-0.695097, -2.059942, 2.959530], [5.370907, -2.661677, -0.094764], [5.925520, -2.651329, 2.326626], [4.177453, -2.007751, 3.974171], [1.938400, -1.382314, 3.193349], [-1.621025, 0.341249, 1.463436], [-1.919427, 2.668205, 2.101973], [0.052186, 4.170695, 2.326020], [2.319498, 3.276831, 1.892467], [2.622864, 0.923247, 1.253978], [-0.567241, -3.612763, -0.042778], [-1.900272, -5.279578, 1.207932], [-2.480396, -4.868616, 3.578376], [-1.718946, -2.797167, 4.690159], [-0.377823, -1.148240, 3.449271], [2.224143, 3.685605, -1.881453], [0.777551, 3.303949, -1.735532], [-0.217322, 4.277592, -1.695207], [-1.546995, 3.934374, -1.501200], [-1.883928, 2.600821, -1.335209], [-0.909600, 1.613603, -1.405130], [0.413609, 1.967319, -1.607665], [-3.555758, 2.161760, -0.918264], [-4.416769, 3.114299, -1.564826], [-3.634123, 1.996902, 0.509598], [-3.816640, 0.703286, -1.566312], [-3.709306, 0.560390, -3.019230], [-3.443415, -0.902001, -3.369902], [-2.121902, -1.359072, -2.761604], [-1.142836, -1.539866, -3.525007], [-2.055404, -1.462508, -1.505455], [2.342063, 4.568367, -2.510620], [2.801826, 2.869238, -2.312175], [2.654777, 3.914006, -0.903006], [0.052220, 5.321118, -1.809866], [-2.319960, 4.690073, -1.465819], [-1.167062, 0.567485, -1.279719], [1.169523, 1.189442, -1.650686], [-3.307813, -0.043554, -1.078309], [-2.886288, 1.167511, -3.412799], [-4.632007, 0.914722, -3.479965], [-3.392267, -1.004378, -4.452492], [-4.252063, -1.528601, -2.989907]],
  "atomic_forces_ev_per_a": [[-0.36, 0.13, 0.10], [-0.05, 0.02, -0.05], [0.11, -0.08, 0.10], [-0.04, -0.12, -0.06], [0.24, 0.24, -0.05], [0.00, -0.01, -0.02], [0.01, 0.01, -0.02], [-0.02, 0.01, 0.01], [-0.01, 0.01, -0.02], [0.02, -0.03, -0.05], [-0.02, -0.02, 0.11], [0.02, -0.16, -0.32], [-0.24, -0.01, -0.05], [0.08, 0.03, -0.01], [0.03, 0.02, 0.06], [-0.02, -0.04, 0.02], [0.03, -0.03, 0.02], [0.15, 0.01, -0.03], [0.03, -0.03, 0.00], [-0.01, 0.00, 0.03], [0.01, 0.04, -0.03], [0.00, -0.02, 0.02], [-0.01, 0.01, 0.03], [0.00, 0.01, -0.08], [0.02, -0.01, -0.03], [0.00, 0.00, 0.01], [0.01, 0.00, 0.02], [-0.01, 0.00, 0.01], [-0.02, -0.04, 0.04], [0.02, 0.01, 0.01], [-0.01, 0.02, 0.00], [0.01, 0.01, 0.01], [-0.04, 0.02, 0.03], [-0.02, -0.01, 0.01], [0.00, -0.02, -0.01], [-0.01, 0.00, 0.00], [0.00, 0.01, 0.00], [0.00, 0.04, 0.01], [0.00, -0.01, -0.01], [0.01, 0.00, -0.03], [-0.07, -0.02, 0.02], [0.01, 0.07, 0.03], [-0.02, -0.14, 0.01], [-0.04, 0.06, 0.07], [0.02, 0.03, -0.03], [0.05, 0.15, 0.03], [0.00, 0.00, -0.06], [-0.01, -0.03, -0.07], [-0.02, -0.13, 0.10], [0.04, 0.03, -0.11], [0.00, -0.07, -0.05], [0.12, 0.02, 0.05], [0.28, -0.04, 0.32], [-0.25, -0.05, -0.05], [0.00, 0.01, 0.00], [0.01, -0.02, 0.00], [0.00, 0.00, 0.01], [0.01, 0.02, -0.01], [-0.02, 0.02, -0.01], [0.01, 0.03, -0.02], [-0.01, 0.01, -0.04], [-0.04, 0.04, -0.01], [0.00, 0.03, -0.02], [0.01, -0.04, 0.00], [-0.01, 0.01, 0.01], [-0.02, 0.01, 0.04]],
  "mulliken_charge": [0.035, -0.761, 1.499, -0.805, -0.672, 0.198, -0.487, -0.588, -0.792, -0.218, -0.154, 1.899, 0.384, -0.848, -0.904, -0.477, -0.780, -0.739, 0.567, -0.496, -0.779, -0.455, -0.858, 0.034, 0.557, 0.381, 0.409, 0.248, 0.552, 0.431, 0.406, 0.439, 0.413, 0.239, 0.405, 0.373, 0.399, 0.343, -1.575, 0.584, -0.732, -0.994, 0.253, 0.602, -0.626, 1.439, -0.777, -0.663, -0.347, -0.401, -1.030, 1.082, -0.735, -0.615, 0.446, 0.365, 0.241, 0.396, 0.498, -0.144, 0.559, 0.311, 0.305, 0.460, 0.386, 0.313]
}

3.
{
  "formula": "C28H26F3NO5PPd",
  "method": "ωB97M-V with the def2-TZVPD basis set",
  "multiplicity": 5,
  "homo_lumo_gap_ev": [7.9800, 5.6879],
  "s_squared": 6.0463,
  "total_charge": 1,
  "elements": ["Pd", "O", "C", "C", "N", "C", "C", "O", "O", "C", "C", "O", "O", "H", "H", "H", "H", "H", "H", "H", "H", "H", "F", "C", "F", "F", "C", "C", "C", "C", "C", "C", "C", "C", "H", "H", "H", "H", "C", "P", "C", "C", "C", "C", "C", "C", "C", "C", "C", "C", "C", "C", "H", "H", "H", "H", "H", "H", "H", "H", "H", "H", "H", "H", "H"],
  "positions_angstrom": [[0.019900, 1.123145, 0.394077], [2.497748, 1.854548, 1.928448], [2.810801, 2.401500, 3.200204], [1.567330, 3.101265, 3.717847], [0.431290, 2.195509, 3.882640], [0.629460, 0.901367, 4.290081], [0.946230, -0.235566, 2.990149], [1.919541, -0.890828, 3.218198], [0.047761, -0.225510, 2.140708], [-0.879269, 2.691305, 3.523094], [-1.088711, 2.609213, 1.998885], [-2.013657, 1.891007, 1.577220], [-0.240699, 3.196721, 1.276882], [3.252990, 1.354634, 1.593671], [3.605468, 3.153142, 3.132118], [3.147189, 1.616360, 3.885669], [1.262850, 3.873861, 3.010825], [1.780475, 3.567664, 4.686117], [-0.263486, 0.459589, 4.729371], [1.513655, 0.788710, 4.909061], [-0.942713, 3.739674, 3.825588], [-1.647623, 2.107363, 4.028335], [5.654452, -5.192483, -3.782030], [5.311394, -5.197276, -2.491570], [6.439120, -5.250560, -1.773102], [4.638332, -6.333548, -2.257463], [4.475153, -3.992748, -2.112598], [4.258250, -3.741526, -0.758607], [3.481304, -2.670222, -0.382299], [2.909496, -1.841772, -1.370298], [3.135804, -2.110868, -2.732435], [3.920545, -3.183317, -3.098859], [2.109674, -0.764742, -0.979060], [1.380003, 0.179433, -0.636758], [4.704072, -4.383405, -0.012619], [3.296892, -2.453602, 0.660015], [2.701918, -1.462058, -3.479089], [4.109815, -3.393941, -4.140535], [-1.532049, -1.817751, -0.938058], [-1.991113, -0.104428, -0.575311], [-3.743061, -0.114828, -0.205856], [-4.648207, 0.672285, -0.912472], [-5.999354, 0.595847, -0.613181], [-6.445254, -0.249135, 0.391314], [-5.540968, -1.020077, 1.109990], [-4.190974, -0.949871, 0.819092], [-1.690770, 0.921247, -2.019949], [-1.771391, 2.309787, -1.854066], [-1.464921, 3.149472, -2.915893], [-1.075147, 2.613350, -4.132984], [-0.985974, 1.236105, -4.297802], [-1.285698, 0.387882, -3.245360], [-2.210093, -2.245834, -1.677641], [-1.601125, -2.392641, -0.014853], [-0.499306, -1.851670, -1.286153], [-4.308150, 1.330785, -1.699709], [-6.704082, 1.198376, -1.168611], [-7.499984, -0.305357, 0.618316], [-5.887737, -1.669534, 1.900289], [-3.487250, -1.532771, 1.398123], [-2.064620, 2.724848, -0.895968], [-1.525407, 4.220407, -2.787198], [-0.836649, 3.268771, -4.958627], [-0.683902, 0.825029, -5.250765], [-1.209569, -0.682335, -3.378545]],
  "atomic_forces_ev_per_a": [[-0.46, -0.25, -0.55], [0.08, 0.03, -0.05], [0.05, 0.09, -0.01], [0.11, 0.01, -0.09], [0.07, -0.06, -0.04], [-0.10, 0.10, 0.23], [0.09, -0.05, 0.17], [0.31, -0.12, 0.06], [-0.29, 0.15, -0.24], [-0.21, 0.10, 0.14], [-0.13, 0.21, 0.37], [-0.15, -0.12, -0.07], [0.29, 0.05, 0.01], [-0.11, 0.04, 0.12], [-0.06, -0.06, -0.01], [0.00, 0.05, -0.03], [0.05, -0.08, 0.04], [0.03, -0.02, -0.02], [0.01, -0.01, -0.05], [-0.04, -0.04, -0.03], [-0.03, -0.06, 0.02], [0.09, 0.05, -0.04], [-0.04, 0.09, -0.09], [0.03, -0.06, -0.01], [0.04, 0.08, 0.10], [-0.10, 0.00, 0.04], [0.03, -0.06, -0.02], [0.01, 0.01, -0.03], [0.05, -0.05, -0.04], [-0.04, -0.02, 0.06], [0.05, -0.03, -0.02], [0.01, -0.01, 0.02], [0.24, 0.03, -0.21], [-0.29, -0.07, 0.39], [0.02, -0.03, 0.02], [-0.03, 0.02, 0.06], [-0.03, 0.02, -0.02], [0.01, -0.02, -0.03], [-0.05, 0.02, -0.07], [0.59, 0.04, -0.20], [0.07, 0.04, 0.19], [-0.01, 0.01, -0.02], [0.01, 0.02, 0.00], [0.02, 0.00, 0.00], [0.01, 0.02, -0.02], [-0.02, 0.05, 0.02], [-0.08, -0.03, -0.11], [0.05, -0.02, -0.01], [0.00, -0.04, 0.03], [0.00, -0.01, 0.00], [0.00, -0.01, 0.05], [-0.03, 0.07, 0.05], [0.03, -0.03, 0.00], [0.00, 0.00, 0.00], [-0.07, 0.02, 0.01], [0.01, 0.00, -0.02], [-0.02, 0.01, -0.02], [-0.05, 0.00, 0.01], [-0.02, -0.03, 0.04], [0.05, -0.04, 0.02], [-0.04, 0.01, -0.01], [-0.01, 0.04, 0.01], [0.01, 0.02, -0.03], [0.01, -0.02, -0.03], [-0.01, -0.04, -0.02]],
  "mulliken_charge": [0.482, -0.380, -0.690, -0.519, 0.336, -0.913, 0.678, -0.574, -0.452, -1.171, 1.177, -0.486, -0.698, 0.271, 0.439, 0.338, 0.358, 0.340, 0.417, 0.426, 0.443, 0.405, -0.264, 0.840, -0.247, -0.238, 0.393, -0.854, -0.594, 0.207, -0.606, -0.623, 0.588, -0.563, 0.423, 0.592, 0.538, 0.482, -1.324, 1.123, 0.841, -0.189, -0.754, -0.474, -0.742, -0.594, 0.319, 0.017, -0.959, -0.523, -0.673, -0.588, 0.474, 0.407, 0.265, 0.386, 0.418, 0.399, 0.413, 0.330, 0.412, 0.447, 0.424, 0.430, 0.414]
}

Strongest force on any atom, respectively: 0.09277 0.00834 0.01471 hartree/bohr.
Energy relative to the best compared isomer or geometry (same formula, charge and spin), respectively: 0.608 0.000 1.074 eV.